Computed, not measured: a structure of composition C17H25N4O9Se2V at a distorted geometry, with ωB97M-V with the def2-TZVPD basis set.

Values from the calculation:
* net charge: +1
* Kohn-Sham gap (alpha / beta): 6.414 / 6.677 eV
* LUMO (alpha / beta): -0.1642 / -0.1595 Eh
* energy: -198796.14601 eV
* multiplicity: 2
* energy relative to the best compared isomer or geometry (same formula, charge and spin): 25.1 kcal per mole
* molecular weight: 638.27 g/mol
* F_max: 4.0 eV/Å

The geometry in XYZ format:
```
58
Properties=species:S:1:pos:R:3:forces:R:3:lowdin_charge:R:1
V -0.2914 -0.3548 -0.2933 -1.85 1.38 3.28 0.4245
O 2.0418 1.7414 -4.9578 0.39 -0.25 -0.55 0.1266
C 2.0478 1.5209 -3.6415 -0.38 -0.20 0.45 -0.4950
O 1.2996 2.0717 -2.8843 -0.07 -0.11 0.29 0.1121
C 3.1570 0.5245 -3.2877 0.32 -0.34 0.14 -0.0749
O 2.9579 -0.4096 -2.2244 -0.65 0.54 -0.41 -0.1717
C 2.2937 -1.5976 -2.5742 0.00 0.42 -0.09 -0.0920
C 0.7734 -1.6488 -2.3445 1.02 -1.51 -1.13 -0.5028
O 0.1567 -2.6633 -2.5495 0.15 0.42 -0.02 0.1314
O 0.1973 -0.5523 -1.8760 0.74 0.28 -2.74 -0.1867
H 1.4016 2.4275 -5.1922 -0.05 0.10 0.24 0.1374
H 4.0081 1.1284 -2.9661 -0.01 0.02 -0.13 0.1529
H 3.4290 -0.0071 -4.2030 0.08 0.03 0.03 0.1340
H 2.6945 -2.3926 -1.9427 0.04 -0.04 -0.05 0.1506
H 2.5021 -1.8482 -3.6196 -0.21 -0.23 0.04 0.1483
C -5.1596 -1.3776 0.9183 0.00 -0.09 0.19 -0.0113
O -4.9740 -0.7014 -0.3336 0.05 0.07 -0.07 0.0031
C -3.7225 -0.5402 -0.7335 0.03 0.10 -0.16 -0.5917
O -2.7496 -0.9992 -0.1456 0.41 -0.31 -0.15 -0.0687
N -3.6614 0.1964 -1.8617 -0.15 0.01 0.03 0.0219
N -2.4263 0.4953 -2.4161 0.05 0.00 0.00 0.0424
H -6.2217 -1.3137 1.1284 0.01 0.01 -0.03 0.1015
H -4.5877 -0.8835 1.7018 -0.01 0.00 -0.03 0.0995
H -4.8539 -2.4198 0.8417 0.01 0.03 -0.04 0.0994
H -4.5197 0.5604 -2.2457 -0.02 0.01 0.00 0.1668
H -2.2722 1.4964 -2.4412 0.00 0.01 0.01 0.0897
H -2.3480 0.1040 -3.3465 0.01 -0.01 0.00 0.1116
O 2.4480 3.5104 3.6875 0.09 0.02 -0.03 -0.0474
C 1.0469 3.4075 3.5175 -0.22 -0.11 -0.02 -0.2012
C 0.7631 2.6802 2.1849 0.24 0.21 -0.19 -0.5739
C 1.1937 3.6105 1.0308 0.01 -0.27 -0.02 -0.2360
O 0.4051 4.7796 0.9371 -0.11 0.10 0.21 -0.0381
C -0.7217 2.3861 2.1331 0.15 -0.14 -0.09 -0.4289
Se -1.4048 1.4832 0.4995 -0.36 1.07 0.64 0.8601
C 1.5785 1.3889 2.1928 -0.14 -0.02 -0.04 -0.4327
Se 1.7863 0.4553 0.4680 0.50 0.25 0.23 0.8768
H 2.6431 4.1882 4.3398 -0.02 0.02 0.00 0.1044
H 0.5815 4.3963 3.4680 -0.03 -0.04 0.03 0.1356
H 0.6051 2.8412 4.3483 -0.03 0.04 -0.02 0.1323
H 1.1745 3.0478 0.0930 0.04 0.11 -0.01 0.0727
H 2.2132 3.9439 1.2266 0.00 -0.06 -0.08 0.1389
H -0.4434 4.5605 0.5407 0.04 0.00 -0.13 0.0793
H -1.2965 3.3097 2.2025 -0.08 -0.06 -0.11 0.0771
H -1.0162 1.7448 2.9632 -0.03 -0.01 -0.03 0.0757
H 1.1597 0.7003 2.9304 0.10 0.01 0.03 0.0746
H 2.6036 1.6240 2.4729 0.01 -0.14 -0.03 0.0723
N 1.2782 -7.1384 1.3687 -0.01 0.03 0.00 0.2105
C 0.9428 -6.0455 1.2659 0.11 -0.28 0.07 -0.1460
C 0.5264 -4.6857 1.1255 -0.22 0.50 -0.15 -0.1750
C 1.0843 -3.6724 1.9112 -0.14 -0.16 -0.07 0.0384
C 0.6769 -2.3757 1.7051 0.23 0.03 0.32 -0.0963
N -0.2253 -2.0320 0.7660 0.08 -1.08 0.26 -0.0560
C -0.7900 -3.0154 0.0504 -0.31 -0.39 0.05 -0.1009
C -0.4471 -4.3449 0.1929 0.13 -0.11 0.18 0.0429
H 1.8385 -3.8983 2.6502 -0.03 0.04 0.05 0.1371
H 1.0970 -1.5779 2.2986 0.00 0.04 -0.12 0.0905
H -1.5505 -2.7339 -0.6612 0.07 0.05 -0.02 0.1129
H -0.9235 -5.0953 -0.4195 0.01 0.01 -0.04 0.1414
```
Forces are in eV/Å.

=====

Computed, not measured: a structure of composition C42H51ClKN8O4P, with ωB97M-V with the def2-TZVPD basis set.

Values from the calculation:
* net charge: -2
* Kohn-Sham gap: 4.976 eV
* LUMO: 0.1474 Eh
* energy: -102622.85042 eV
* energy relative to the best compared isomer or geometry (same formula, charge and spin): 0.0 kcal per mole
* molecular weight: 837.45 g/mol
* F_max: 0.6 eV/Å

The geometry in XYZ format:
```
108
Properties=species:S:1:pos:R:3:forces:R:3:lowdin_charge:R:1
K 1.1978 -0.5326 0.3609 -0.33 -0.45 0.00 0.6165
C -0.6172 -1.6831 3.4587 -0.01 0.01 0.01 -0.1325
N -0.2647 -2.4054 2.2622 0.10 0.02 0.10 -0.2151
C -1.4379 -2.5947 1.4106 0.00 -0.01 0.02 -0.0839
C 0.5217 -3.5735 2.4326 -0.03 -0.01 -0.14 -0.1894
C 0.7288 -4.1666 3.6684 0.00 0.00 0.02 -0.0591
C 1.4827 -5.3350 3.8018 0.01 -0.02 -0.03 -0.1497
C 2.0102 -5.9246 2.6641 -0.02 0.02 0.02 -0.1443
C 1.8235 -5.3388 1.4187 0.01 -0.02 0.01 -0.0536
C 1.1227 -4.1306 1.2579 -0.10 0.05 0.07 -0.2611
N 1.0721 -3.4196 0.0981 0.14 -0.07 -0.07 0.0135
C 0.8455 -4.0125 -1.0947 0.00 0.10 0.00 -0.2687
C 0.1179 -5.2095 -1.2737 -0.02 -0.03 -0.01 -0.0538
C -0.2850 -5.6490 -2.5265 0.01 0.01 0.04 -0.1463
C 0.0461 -4.9370 -3.6666 -0.01 0.00 -0.04 -0.1534
C 0.8295 -3.7867 -3.5305 0.03 0.00 0.05 -0.0678
C 1.2495 -3.3308 -2.2921 -0.05 -0.07 -0.01 -0.1992
N 2.0622 -2.1729 -2.1429 -0.03 0.09 0.10 -0.2097
C 2.1793 -1.3240 -3.3044 0.04 0.03 0.01 -0.1083
C 3.3743 -2.4768 -1.5785 0.03 -0.01 -0.03 -0.0754
H -1.2987 -2.2437 4.1262 -0.01 -0.01 -0.01 0.0837
H -1.1268 -0.7705 3.1467 0.00 0.01 0.01 0.0465
H 0.2765 -1.4106 4.0245 -0.01 -0.01 0.00 0.0905
H -2.2069 -3.1931 1.9294 0.00 0.00 0.01 0.0882
H -1.1615 -3.0904 0.4872 -0.01 -0.02 0.02 0.0520
H -1.8520 -1.6185 1.1575 0.00 -0.02 0.00 0.0508
H 0.2866 -3.7230 4.5520 0.01 0.00 0.00 0.0840
H 1.6377 -5.7738 4.7804 0.00 0.00 0.01 0.0738
H 2.5911 -6.8383 2.7405 0.00 0.00 0.01 0.0804
H 2.2706 -5.7862 0.5379 -0.01 0.01 -0.01 0.1025
H -0.1951 -5.7531 -0.3898 0.00 0.01 0.01 0.0979
H -0.8891 -6.5480 -2.6010 -0.01 0.00 -0.01 0.0819
H -0.2898 -5.2582 -4.6454 0.00 0.00 -0.01 0.0725
H 1.1183 -3.2400 -4.4198 -0.01 -0.02 -0.02 0.0828
H 2.7500 -1.7934 -4.1279 -0.03 0.00 -0.01 0.0833
H 2.6969 -0.4070 -3.0203 0.01 -0.01 0.00 0.0722
H 1.1830 -1.0664 -3.6607 -0.02 0.05 -0.06 0.0560
H 3.9742 -3.0747 -2.2858 0.01 -0.01 0.00 0.0878
H 3.2494 -3.0324 -0.6520 -0.01 -0.03 0.00 0.0774
H 3.9060 -1.5519 -1.3652 0.01 0.00 -0.02 0.0537
O 4.6617 2.3188 0.1897 0.05 0.10 0.07 -0.3464
Cl 3.8674 1.2582 -0.3661 0.18 0.08 -0.02 0.6291
O 4.4299 0.8397 -1.6226 0.05 -0.02 -0.13 -0.3536
O 3.8277 0.1394 0.5500 0.18 -0.11 0.16 -0.4196
O 2.5056 1.7071 -0.5691 -0.08 0.18 -0.13 -0.4256
C -0.8252 2.9836 7.1707 0.01 -0.01 0.00 -0.1221
C -1.3352 1.8525 6.5433 0.00 0.00 0.01 -0.1002
C -0.9880 1.5636 5.2346 -0.01 0.04 0.01 -0.1023
C -0.1325 2.3993 4.5087 -0.04 0.01 0.05 -0.3586
C 0.3712 3.5289 5.1511 0.01 -0.01 0.00 -0.0886
C 0.0304 3.8169 6.4685 0.01 0.01 -0.01 -0.1073
P 0.3099 1.8873 2.7914 -0.05 -0.05 -0.11 1.0921
C 1.1221 3.4385 2.2298 0.01 0.05 -0.03 -0.3806
C 2.5131 3.4778 2.2679 0.02 -0.08 -0.06 -0.1158
C 3.2093 4.6098 1.8708 0.00 0.07 -0.05 -0.0908
C 2.5192 5.7251 1.4202 -0.01 -0.05 0.02 -0.1006
C 1.1309 5.6955 1.3677 -0.03 0.04 0.01 -0.1060
C 0.4391 4.5622 1.7687 -0.07 0.04 0.04 -0.1034
C -1.3195 1.8839 1.9473 0.01 0.08 0.14 -0.4664
C -2.3215 2.7834 2.3468 -0.03 -0.08 -0.04 -0.1524
C -3.5329 2.8091 1.6778 0.00 -0.02 -0.01 -0.1338
C -3.7338 1.9068 0.6332 0.01 0.01 0.03 -0.1321
C -2.7302 1.0149 0.2794 -0.04 -0.08 -0.01 -0.1921
C -1.4575 0.9478 0.8964 0.09 0.29 0.00 -0.1888
H -1.0928 3.2090 8.1961 0.00 0.01 0.00 0.0866
H -2.0074 1.1908 7.0766 0.00 0.00 0.01 0.0944
H -1.3995 0.6827 4.7578 0.00 -0.01 -0.01 0.0884
H 1.0353 4.1968 4.6163 0.00 0.00 0.01 0.0936
H 0.4361 4.7033 6.9428 0.00 0.00 0.00 0.0910
H 3.0624 2.5914 2.5637 0.00 0.00 0.01 0.1021
H 4.2907 4.5957 1.8631 0.02 -0.02 0.01 0.0984
H 3.0613 6.6016 1.0855 -0.01 0.01 0.00 0.0899
H 0.5809 6.5554 1.0009 0.01 0.00 0.00 0.0932
H -0.6439 4.5463 1.7122 0.07 -0.02 -0.02 0.0915
H -2.1589 3.4596 3.1825 0.00 0.00 0.00 0.0924
H -4.3106 3.5057 1.9735 -0.01 -0.01 -0.01 0.0800
H -4.6827 1.8980 0.1024 0.00 0.00 0.01 0.0816
H -2.9614 0.3166 -0.5265 0.01 0.01 -0.01 0.0646
C -0.2240 3.3323 -1.2789 0.01 -0.06 -0.06 -0.0552
N -0.4769 3.1461 -2.7000 0.01 0.12 0.12 -0.1630
C -1.3471 4.1765 -3.2384 0.02 0.00 0.02 -0.0769
C -0.6370 1.8523 -3.1809 0.01 -0.13 0.08 -0.4386
N -0.7776 0.7823 -2.4988 -0.03 0.03 -0.02 0.1964
N -0.6241 1.8039 -4.5779 -0.12 0.04 -0.15 -0.1900
C -1.0507 0.5700 -5.1915 -0.05 -0.01 0.05 -0.0917
C 0.4869 2.4325 -5.2602 0.15 0.03 -0.08 -0.0762
H 0.2201 4.3187 -1.1433 -0.02 0.04 0.03 0.0828
H 0.4967 2.6037 -0.9183 -0.05 -0.02 -0.02 0.0620
H -1.1404 3.2629 -0.6804 0.01 -0.01 0.03 0.0859
H -2.3205 4.1763 -2.7272 -0.01 0.02 0.00 0.0888
H -1.5187 4.0379 -4.3029 0.04 -0.04 0.01 0.0726
H -0.8832 5.1518 -3.0762 -0.01 0.02 -0.02 0.0803
H -0.9043 0.9771 -1.5040 0.00 -0.01 0.08 0.0084
H -0.2942 -0.2219 -5.1445 0.03 -0.03 0.04 0.0774
H -1.2845 0.7632 -6.2419 0.00 0.00 0.00 0.0810
H -1.9455 0.2209 -4.6840 0.00 -0.02 -0.02 0.0573
H 0.8052 3.3307 -4.7364 -0.07 -0.03 0.00 0.0806
H 0.1867 2.6975 -6.2776 0.02 0.02 -0.02 0.0773
H 1.3531 1.7593 -5.3220 0.00 -0.02 -0.01 0.0895
N -2.3339 -1.9166 -2.6618 0.03 0.05 -0.03 0.0027
C -3.0219 -2.2151 -3.7807 0.06 -0.11 0.04 -0.1357
C -3.9158 -3.2067 -3.4447 -0.01 0.02 -0.03 -0.1046
C -3.6811 -3.4308 -2.0754 0.01 0.01 -0.01 -0.1833
N -2.7249 -2.6419 -1.6132 -0.01 0.00 0.02 0.0600
H -1.6034 -1.2140 -2.5504 -0.07 0.06 -0.06 0.1031
H -2.8154 -1.7422 -4.7236 0.03 0.03 -0.01 0.0887
H -4.6162 -3.6997 -4.0966 -0.01 -0.01 0.00 0.0722
H -4.1572 -4.1331 -1.4102 -0.01 -0.01 0.00 0.0899
```
Forces are in eV/Å.

=====

Computed, not measured: an isolated molecule of C3H6O2 at a distorted geometry, with ωB97M-V with the def2-TZVPD basis set.

Values from the calculation:
* Kohn-Sham gap: 10.527 eV
* LUMO: 0.0290 Eh
* SMILES: O=CCCO
* energy: -7302.13416 eV
* energy relative to the best compared isomer or geometry (same formula, charge and spin): 35.6 kcal per mole
* molecular weight: 74.08 g/mol
* F_max: 2.8 eV/Å

The geometry in XYZ format:
```
11
Properties=species:S:1:pos:R:3:forces:R:3:lowdin_charge:R:1
O -1.6249 1.2988 1.1732 -0.14 -0.36 -0.75 0.0524
C -0.8353 0.3948 1.0764 0.61 0.21 2.35 -0.3138
C -0.6016 -0.5008 -0.0895 -0.96 -0.92 -0.89 -0.1684
C 0.8651 -0.3871 -0.5305 0.46 -0.74 1.20 -0.2692
O 1.1994 0.9903 -0.3407 -0.31 0.46 -2.70 -0.1031
H -0.1879 0.2153 1.9954 -0.21 -0.18 -0.79 0.1391
H -1.3283 -0.1164 -0.8544 0.79 -0.55 0.24 0.1309
H -0.8464 -1.5803 0.1335 0.03 1.09 -0.03 0.1343
H 1.5885 -0.9599 0.1746 -1.36 0.74 -1.25 0.1446
H 0.9634 -0.7806 -1.5790 0.26 0.52 0.93 0.1232
H 0.8081 1.4259 -1.1589 0.83 -0.28 1.70 0.1299
```
Forces are in eV/Å.

=====

Computed, not measured: the ion C7H16NS with charge +1 at a distorted geometry, with ωB97M-V with the def2-TZVPD basis set.

Values from the calculation:
* net charge: +1
* Kohn-Sham gap: 8.113 eV
* LUMO: -0.1640 Eh
* SMILES: CC(C)=[NH+]CC(C)(C)S
* energy: -19835.93816 eV
* energy relative to the best compared isomer or geometry (same formula, charge and spin): 42.2 kcal per mole
* molecular weight: 146.28 g/mol
* F_max: 3.3 eV/Å

The geometry in XYZ format:
```
25
Properties=species:S:1:pos:R:3:forces:R:3:lowdin_charge:R:1
C -2.7270 0.5640 0.8455 1.52 -0.72 2.20 0.0163
C -2.0194 -0.6408 0.3354 2.59 -0.73 -0.83 -0.2339
C -2.8420 -1.7315 -0.1858 -0.37 -1.59 1.65 0.0007
N -0.6658 -0.7385 0.1924 -2.84 1.66 0.40 0.1255
C 0.3130 0.2480 0.6559 3.13 0.92 0.46 -0.1544
C 1.7196 0.3148 -0.1954 -2.98 -0.18 -0.53 -0.8678
C 2.4722 1.4619 0.4021 -0.25 0.31 0.81 -0.1423
C 1.5037 0.2888 -1.7347 3.00 -0.47 0.96 -0.0924
S 2.7341 -1.1206 0.2630 -0.01 -0.89 0.08 0.8172
H -3.7373 0.6514 0.4931 -0.39 -0.34 -0.04 0.0938
H -2.1375 1.3542 0.4292 0.14 1.15 0.39 0.0792
H -2.6957 0.5259 2.0194 -0.03 0.43 -2.16 0.1676
H -3.5951 -1.3225 -0.8154 -0.70 0.33 -0.62 0.0923
H -3.4272 -2.2965 0.6621 1.24 1.10 -1.40 0.1683
H -2.2228 -2.4160 -0.7383 -0.05 -0.60 -0.17 0.0880
H -0.2131 -1.4946 -0.3410 -0.79 0.05 0.47 0.1635
H 0.7329 -0.0745 1.6441 -0.96 0.21 -0.46 0.1228
H 0.0913 1.3661 0.7482 -0.89 -1.83 -0.33 0.1523
H 2.2407 1.3529 1.4669 0.78 0.43 0.11 0.0865
H 2.3540 2.5090 0.1341 -0.65 -0.11 -0.55 0.1032
H 3.4707 1.1647 0.2021 1.22 0.68 0.34 0.0379
H 0.8284 0.9950 -2.2092 -0.04 0.10 0.24 0.0810
H 1.3159 -0.7732 -1.9663 -0.15 0.63 -0.53 0.0573
H 2.6147 0.4941 -2.0084 -2.02 -0.29 -0.58 0.1145
H 3.8918 -0.6822 -0.2990 -0.50 -0.25 0.09 -0.0772
```
Forces are in eV/Å.

=====

Computed, not measured: a cluster of 7 separate species, C5H26N3O6 in total at a distorted geometry, with ωB97M-V with the def2-TZVPD basis set.

Values from the calculation:
* net charge: +1
* Kohn-Sham gap: 8.507 eV
* LUMO: -0.0844 Eh
* energy: -22357.31225 eV
* energy relative to the best compared isomer or geometry (same formula, charge and spin): 17.2 kcal per mole
* molecular weight: 224.28 g/mol
* F_max: 1.6 eV/Å

The geometry in XYZ format:
```
40
Properties=species:S:1:pos:R:3:forces:R:3:lowdin_charge:R:1
C -2.3875 0.1084 0.0160 -0.01 -0.80 -0.66 -0.0399
C -1.8520 1.3764 0.6365 -0.29 0.13 -0.94 -0.3164
C -1.1904 2.3333 -0.3633 1.16 1.09 -0.44 -0.0952
C 0.2355 1.9304 -0.7279 -0.80 -0.59 -0.61 -0.3393
C 0.4363 0.7904 -1.4007 0.08 0.16 0.73 -0.1705
N 1.5638 -0.0303 -1.3184 0.71 0.57 -0.19 0.0713
N 1.3143 2.6117 -0.1149 0.10 0.04 0.72 0.0718
N -0.8592 0.9370 1.6552 -0.56 0.85 -0.42 0.2035
H -2.7319 -0.5823 0.7853 -0.45 0.14 -0.01 0.0907
H -1.6548 -0.4738 -0.5486 0.48 0.27 0.32 0.0679
H -3.1374 0.2906 -0.7511 -0.46 0.24 0.41 0.0961
H -2.6960 1.9148 1.0692 0.25 -0.11 0.58 0.1553
H -1.8263 2.5102 -1.2338 -0.02 -0.59 -0.08 0.1300
H -1.1024 3.3635 0.0056 -0.26 -0.19 0.59 0.1190
H -0.3891 0.3676 -1.9439 -0.09 -0.24 -0.08 0.1013
H 1.7556 -0.4810 -2.1863 -0.03 -0.63 -0.52 0.0559
H 2.4371 0.3644 -0.9872 -0.33 0.33 0.18 0.0906
H 2.1484 2.5543 -0.6773 0.19 0.07 -0.13 0.0953
H 1.1341 3.5887 0.0886 -0.12 -0.11 -0.13 0.1048
H -0.2353 1.7002 1.9396 -0.09 -0.35 0.51 0.1164
H -1.3126 0.4565 2.4407 -0.05 0.11 0.60 0.1057
H -0.2961 0.2036 1.2387 0.65 -0.33 -0.21 0.1089
H 1.7793 -3.7545 -0.6346 0.10 -0.05 0.14 0.0586
H 2.2012 -2.3235 -0.6622 -0.05 0.03 0.08 0.0162
O 2.1134 -3.0652 -0.0451 -0.18 0.06 -0.18 -0.0538
H -2.0273 -1.4025 -3.6235 -0.05 0.08 -0.38 0.0425
H -1.3461 -0.9723 -4.9542 -0.18 -0.01 0.08 0.0532
O -1.2316 -1.5025 -4.1591 0.08 -0.06 0.31 -0.0478
H 0.8989 -2.3610 1.0135 0.26 0.06 0.42 0.0207
H 1.0758 -1.6925 2.4368 0.42 -0.19 -0.28 0.0638
O 0.4487 -1.8402 1.7225 -0.48 0.38 0.03 -0.0709
H -0.9010 -1.5199 2.9919 -0.37 -0.11 -0.23 0.0185
H -1.6537 -1.2848 4.3033 -0.22 0.16 0.01 0.0737
O -1.6460 -1.0186 3.3770 0.39 -0.23 0.16 -0.0527
H 1.2343 -2.7008 -3.5183 -0.16 0.00 0.09 0.0688
H 0.1060 -2.5594 -2.5015 -0.06 0.10 -0.23 0.0405
O 1.0571 -2.4584 -2.6006 0.30 -0.36 -0.20 -0.0563
H 1.7912 1.9456 1.7664 -0.11 0.10 -0.04 0.0117
H 2.2765 1.9734 3.2187 -0.20 0.00 0.16 0.0633
O 1.4991 1.7773 2.6829 0.48 0.00 -0.14 -0.0733
```
Forces are in eV/Å.

=====

> Which of these has the highest molecular weight?

C42H51ClKN8O4P